No. 1
Molecular formula: C19H68N16O15
Method: DFT, ωB97M-V with the def2-TZVPD basis set

```
118
Properties=species:S:1:pos:R:3:forces:R:3
H -4.464763 2.202415 -1.482568 -0.506 -0.300 -0.389
H -0.469763 -2.052585 0.806432 0.883 -1.024 1.211
H -3.688763 -2.876585 -1.236568 -0.076 0.609 -0.828
H -0.246763 -1.209585 3.700432 1.618 0.406 0.105
H 3.623237 1.826415 -1.878568 -0.494 -0.575 -0.347
C -5.497763 0.689415 -2.496568 -2.898 -7.658 3.495
H 3.014237 -3.809585 -3.052568 0.111 -0.451 0.561
O -3.347763 -2.196585 2.443432 -0.370 -0.037 0.635
C -1.519763 0.323415 4.068432 -5.186 2.016 4.283
H 1.034237 5.937415 -2.744568 0.084 -0.795 1.337
H 2.974237 -2.729585 -0.531568 1.578 -0.353 0.684
C -1.710763 1.956415 -3.425568 -5.685 6.844 -1.380
C 0.780237 3.817415 -2.301568 -0.660 -0.047 -0.415
H -4.919763 -2.857585 3.659432 -0.573 0.250 -0.510
C 2.844237 -2.783585 -2.769568 -2.211 1.701 0.684
H 0.646237 -5.243585 2.015432 -0.856 0.188 -0.280
C 2.298237 -2.440585 -1.293568 2.111 -0.740 -2.374
O -1.582763 3.176415 -0.175568 -0.994 2.202 0.662
O -2.028763 -3.646585 0.757432 5.672 -2.858 2.953
O -6.000763 -0.602585 -2.217568 2.465 6.655 -2.332
H -0.006763 0.817415 -3.720568 -1.111 0.606 0.299
H 2.404237 -1.447585 1.521432 0.716 -0.931 0.196
O 1.525237 0.546415 -2.687568 6.183 -0.516 -3.643
H -3.940763 1.893415 0.921432 -0.292 -1.062 0.545
H 3.641237 -2.154585 -3.090568 1.145 0.198 0.284
H -2.617763 -1.661585 -0.856568 0.778 0.875 1.682
H -3.042763 -3.101585 2.460432 0.404 -0.467 -1.140
C -3.889763 0.953415 1.560432 -4.371 3.267 -0.962
N -0.514763 1.175415 3.991432 1.359 3.042 -0.002
H 1.525237 3.469415 -2.997568 0.210 -0.617 -0.270
H -1.016763 -0.445585 1.944432 -0.137 -0.708 2.928
H 5.692237 -1.402585 -2.129568 -0.564 0.844 0.771
H -1.869763 0.173415 -2.614568 -0.050 -1.110 -0.352
H -0.409763 3.818415 1.429432 -0.297 -0.292 0.176
H 0.612237 5.424415 -0.991568 0.774 0.619 -0.312
N -5.776763 1.510415 -3.450568 -0.860 1.815 -2.189
H -4.468763 0.661415 -0.773568 -0.332 -0.259 -0.304
C 2.336237 -2.006585 3.384432 -5.616 6.525 1.707
H -3.633763 -2.108585 4.521432 0.021 0.196 -0.392
O -3.892763 -0.157585 0.764432 0.895 -0.443 -0.849
C 1.212237 5.195415 -1.897568 -0.467 0.355 -1.030
O 4.053237 -0.117585 0.459432 3.756 -3.024 -4.141
H 2.412237 1.536415 4.266432 0.316 -0.199 0.184
C -0.745763 -3.941585 1.303432 -7.423 3.423 -4.298
N 5.738237 -1.613585 0.293432 3.200 -5.568 4.314
H 0.855237 -2.990585 -0.174568 -0.224 -0.112 -0.275
H -3.751763 -0.850585 1.403432 -0.076 -1.807 -0.045
H -0.233763 2.247415 -4.611568 -0.257 -0.207 0.053
O -2.373763 3.130415 -3.733568 3.013 -4.888 1.453
C 2.737237 0.599415 -3.311568 -5.892 2.550 4.703
N -0.678763 1.550415 -4.021568 5.818 -0.486 -3.849
C -4.194763 -2.053585 3.565432 0.447 0.429 1.387
H 3.855237 -0.208585 -4.840568 -0.336 0.546 0.346
C 4.940237 -0.845585 -0.321568 -5.821 5.715 3.431
H -3.142763 1.340415 -2.212568 1.382 -0.911 -0.550
C -1.461763 3.569415 1.220432 0.383 -1.512 -0.171
H 5.415237 -1.761585 1.265432 0.670 0.205 -0.870
N 3.714237 1.325415 -2.765568 1.935 1.259 1.291
N -2.181763 1.117415 -2.566568 -2.894 -0.419 2.845
H -2.059763 4.446415 1.495432 -0.203 -0.326 -0.619
H 2.127237 -0.164585 -4.985568 1.542 0.368 0.549
H 3.182237 -3.034585 1.885432 0.712 -0.733 -0.249
H -1.417763 -3.538585 -2.095568 0.034 0.137 0.965
N 2.727237 -2.962585 4.153432 -0.451 -2.292 6.010
O 1.147237 -3.088585 -1.091568 -2.790 -2.697 -0.809
N -0.328763 -5.088585 1.735432 0.305 -3.756 0.870
C -0.005763 0.113415 0.472432 6.435 3.466 -1.591
O -2.747763 0.572415 4.655432 5.618 -0.826 -3.320
H 3.717237 -3.145585 4.200432 -0.058 -0.293 0.224
C -3.067763 -2.076585 -1.695568 0.342 -2.231 -0.024
H -2.031763 -0.342585 0.620432 1.200 0.167 -0.218
H -1.131763 0.712415 -1.243568 1.403 -0.335 0.786
O -0.950763 -1.588585 -2.605568 -0.808 1.014 -1.543
H -0.205763 3.736415 -2.747568 -0.139 0.628 -0.300
H 4.528237 0.014415 -2.120568 1.423 -1.886 1.360
N 0.036237 -2.889585 1.227432 0.902 1.050 0.597
N -0.205763 0.543415 -0.768568 1.532 1.246 -0.404
O 1.704237 2.633415 1.927432 -1.202 0.482 -0.261
H -4.790763 0.929415 2.235432 0.670 0.343 -0.550
H 0.643237 3.186415 -1.439568 0.629 -0.414 0.479
O 2.641237 5.167415 -1.742568 -0.402 0.963 -0.023
H 2.030237 -1.454585 -1.105568 0.798 2.663 -0.475
N 2.591237 -2.293585 2.147432 -0.706 4.385 -3.683
H -3.591763 -1.286585 -2.188568 -0.682 -0.035 -0.588
C 2.974237 2.572415 2.459432 1.461 1.421 0.000
O 1.500237 -0.938585 3.854432 4.798 -5.944 -2.511
H -1.824763 -1.578585 3.537432 -0.969 -0.164 0.125
H 3.407237 3.562415 2.150432 0.257 -0.574 0.687
H 2.179237 -2.898585 5.065432 1.749 -0.220 -1.237
H -0.652763 2.167415 4.222432 -0.069 -1.022 -0.011
H -1.302763 2.284415 -0.274568 0.550 -0.946 0.158
H 1.499237 1.867415 1.370432 0.169 -0.681 0.109
H 4.005237 2.376415 4.223432 1.427 -0.731 0.722
H 0.651237 0.972415 -1.135568 -0.844 -0.291 -0.369
H -0.912763 -5.937585 1.557432 0.787 1.439 0.336
C 2.980237 2.421415 3.987432 -0.569 0.277 -0.898
H -0.125763 -1.757585 -2.195568 1.118 -0.714 0.810
H -3.108763 1.162415 2.163432 3.045 -0.226 2.013
H 4.569237 1.571415 -3.278568 -0.954 -0.061 0.036
C -1.886763 -2.639585 -2.487568 -0.272 0.017 1.219
H 2.067237 -2.405585 -3.465568 -0.138 -0.477 0.409
H 0.417237 0.963415 3.577432 -1.272 -0.140 0.226
N 5.129237 -0.721585 -1.592568 -0.860 1.381 -4.548
H 6.228237 -2.453585 -0.108568 -0.779 1.616 0.287
N -1.050763 -0.369585 0.988432 -3.823 -1.515 0.552
H -4.552763 -1.026585 3.518432 -0.626 -0.316 0.238
H -1.800763 2.671415 1.809432 0.529 1.204 -0.024
H 2.842237 4.508415 -1.090568 0.113 -0.464 0.673
H -2.176763 -3.002585 -3.424568 -0.586 0.054 -1.971
H -5.448763 2.466415 -3.304568 -0.222 -0.496 -0.749
H -6.475763 1.312415 -4.139568 -0.052 -0.076 -0.043
O 1.275237 0.288415 1.042432 -5.718 -2.077 -2.168
N -1.160763 -0.846585 3.607432 -1.125 -3.014 -0.320
N 2.990237 0.237415 -4.531568 -1.925 -2.913 -3.995
N -4.654763 1.206415 -1.612568 1.007 0.724 2.745
H 2.647237 3.264415 4.588432 -0.583 0.295 -0.428
H 0.989237 -2.893585 1.630432 -1.078 0.457 -0.173
H 3.682237 1.826415 2.010432 -1.046 0.127 0.212
```
Forces are in eV/Å.

Computed properties:
HOMO   -8.54 eV
HOMO-LUMO gap   7.92 eV
Net charge   0
LUMO   -0.617 eV
ΔE to the lowest compared entry with this formula, charge and spin   285.15 kJ/mol
E   -2769.2346 Ha


No. 2
Molecular formula: C19H68O15
Method: DFT, ωB97M-V with the def2-TZVPD basis set

```
102
Properties=species:S:1:pos:R:3:forces:R:3
O 1.484700 -10.195600 -6.228790 -0.066 -0.546 -0.686
H 0.730990 -12.031020 -6.879530 -0.550 0.405 0.514
H -4.703360 -8.621960 -6.574650 -0.127 0.026 0.057
H 2.907090 -5.780280 -15.660730 0.019 0.040 0.066
C -1.597890 -1.980010 -7.991840 0.837 -0.001 -0.268
C 2.794310 -1.303440 -12.899480 -0.345 0.809 -0.501
C 4.171300 -5.647090 -8.102930 -1.942 -0.396 -1.150
H -1.754560 -7.897750 -5.730500 -0.059 -0.088 -0.034
O 7.925420 -0.577850 -7.404290 0.330 -0.261 0.688
H 7.561920 -3.903870 -14.638250 -0.175 0.077 -0.163
H 8.027640 -0.099640 -9.389300 0.111 0.009 -0.279
C 3.461210 -6.079560 -9.420690 0.075 -0.386 0.765
H 4.220090 -6.586000 -10.017120 -0.161 0.112 -0.365
H 2.374640 -12.009250 -7.003570 0.778 0.498 0.326
H 3.524890 -10.459330 -11.413780 -0.174 -0.105 0.102
O 2.776750 1.809710 -5.725380 -0.002 0.286 0.020
C 8.000070 -3.721630 -13.656970 -1.012 -1.177 -0.481
O 4.737540 -9.425820 -2.752530 -0.229 -0.115 -0.145
H -2.103990 -0.956380 -9.777240 -0.140 0.104 -0.068
H 1.925670 -1.803820 -14.565760 0.006 0.061 0.066
H -3.661340 -9.001220 -12.938230 -0.236 -0.119 -0.158
H -1.037810 -1.839000 -7.067430 -0.294 0.331 0.472
O 5.244120 -4.842580 -8.498550 0.674 0.522 0.675
H 4.755190 -9.330380 -1.800270 -0.036 0.008 0.241
H 1.772870 -6.968140 -17.156300 -0.079 -0.125 -0.766
H 8.807680 -6.683450 -4.892620 -0.047 -0.536 -0.374
H 8.986790 -5.656330 -13.500640 0.134 0.150 -0.091
H -1.063120 -2.808430 -8.456430 0.375 0.248 -0.652
H 1.663660 -12.009850 -5.330150 0.025 -0.584 -0.262
H -1.704850 -5.642500 -12.250430 0.120 0.230 0.125
H 4.408800 -6.483790 -7.445950 0.502 -0.209 -0.242
H 3.157720 -1.648890 -11.931650 0.157 -0.984 -0.489
C -1.624470 -0.703180 -8.831700 -0.351 -0.469 -0.386
H 2.735240 2.041830 -4.794790 -0.056 0.576 -0.099
O 8.309640 -6.930190 -4.109880 -0.050 0.452 0.512
H -2.249930 -7.973790 -11.643230 0.043 0.049 0.024
H 1.012650 -6.355320 -2.547340 -0.043 -0.141 0.203
H 3.039830 -5.214170 -9.932200 0.456 0.122 -0.083
C 2.860000 -7.043360 -17.132040 -0.406 -0.076 0.180
H 3.581410 -0.754810 -13.416760 0.149 0.309 0.399
H 2.516830 -11.819030 -12.027110 -0.399 0.326 0.047
C 3.045550 0.428230 -5.680100 0.048 -0.414 0.233
O 3.223780 -6.673060 -15.816490 0.681 -0.137 0.234
H 2.616720 -6.760410 -9.314010 0.071 -0.213 0.395
H -2.846920 -5.568820 -13.545840 -0.216 -0.525 -0.141
H 1.999250 -4.922000 -2.156550 -0.184 0.020 -0.270
H 7.269860 -4.085720 -12.934240 -0.116 0.400 0.144
C 8.402430 -5.724850 -3.344250 0.176 0.426 -0.382
H 9.447510 -5.493970 -3.137870 0.091 -0.059 0.321
O 9.858040 -4.252970 -12.279990 0.385 -0.724 -0.297
H 9.273640 -7.922050 -8.934410 -0.021 -0.254 -0.030
C -2.937990 -7.353190 -12.217260 -0.810 0.694 -1.209
H 4.087060 0.235690 -5.422630 0.186 -0.081 -0.069
H 7.838500 -5.742640 -2.411640 0.008 -0.483 -0.162
H 10.143870 -3.338880 -12.345880 0.021 0.057 0.047
O 9.352770 -7.003740 -8.676190 -0.117 0.080 0.263
C 1.027960 -5.398810 -2.024890 -0.241 0.871 0.969
H 1.990930 -0.631670 -12.597140 -0.095 0.335 -0.255
O 2.304290 -2.277640 -13.821630 0.129 -0.553 0.765
O -2.915600 -2.441960 -7.794170 -0.418 0.256 0.301
C 9.236580 -4.595810 -13.532220 -0.269 1.846 0.605
C -3.543850 -7.880780 -4.941540 0.897 -0.505 -0.097
H -1.426490 -6.712780 -13.568510 -0.253 0.098 -0.400
H 8.439220 1.215600 -8.318220 -0.119 -0.113 0.427
H 9.850150 -4.327560 -14.392260 0.586 -0.543 0.063
C 2.974480 -10.858920 -12.265530 1.337 0.283 -1.524
H -3.869460 -9.939450 -5.758200 0.252 0.157 0.235
H 7.319510 -1.294340 -7.607050 0.040 -0.158 0.164
O -2.559320 -7.379400 -5.803070 0.748 0.848 -1.060
H -0.659160 -0.273110 -9.098760 0.212 -0.296 0.353
O 0.835430 -5.459340 -0.598590 0.212 -0.783 -0.333
H -2.215000 0.087200 -8.368360 -0.029 -0.145 0.189
H 8.129070 -2.642650 -13.571730 0.427 -0.126 0.211
C -4.359520 -8.978180 -5.603570 -0.472 0.523 0.542
C 4.017080 -11.105380 -13.403650 0.310 -1.046 1.379
H 0.205230 -4.755070 -2.336050 0.303 0.047 -0.951
H -2.846720 -3.344040 -7.473060 -0.183 -0.053 0.067
O 5.039910 -10.133550 -13.473080 -0.316 0.404 -0.263
H 9.605350 -6.549350 -9.479910 0.103 0.226 -0.240
H 2.831070 -0.039300 -6.641090 -0.101 0.143 0.057
H 4.650250 -9.311650 -13.780050 0.027 0.258 -0.074
O -3.604560 -8.091810 -13.240460 0.003 -0.888 0.174
H 8.029500 -4.893810 -3.942920 -0.219 0.174 0.066
H -4.157310 -7.023400 -4.664650 -0.197 -0.175 0.048
H 3.547060 -11.331470 -14.360760 -0.144 0.362 -0.167
H 3.347980 -6.446150 -17.902310 -0.138 0.307 -0.007
H 5.551220 -9.018540 -3.049660 0.270 0.133 -0.152
H 6.733750 0.662040 -8.497690 -0.028 0.481 -0.029
H -3.715760 -6.930850 -11.581010 0.175 0.032 0.435
H 3.162640 -8.071420 -17.331090 -0.062 -0.034 0.347
H -0.026830 -5.868370 -0.494600 -0.043 -0.020 0.375
H 2.160940 -9.888800 -5.620360 0.113 -0.092 0.009
H 2.312510 -10.092310 -12.668280 -0.543 -0.188 0.512
H -2.973740 -8.215430 -4.074890 -0.678 -0.298 0.560
H 3.447010 -5.076450 -7.521660 0.277 0.501 0.040
H 4.582590 -11.999160 -13.140070 -0.111 -0.240 -0.033
C 7.777950 0.356520 -8.431350 -0.356 0.014 -0.968
C -2.225840 -6.262920 -12.979640 1.183 0.432 1.154
H 5.987470 -5.407470 -8.722010 0.092 -0.040 -0.027
H -5.208210 -9.094380 -4.929520 -0.329 -0.484 -0.272
C 1.592390 -11.626540 -6.348040 -0.298 0.349 0.139
H 2.423730 -0.001310 -4.894650 -0.070 -0.517 -0.153
```
Forces are in eV/Å.

Computed properties:
HOMO   -10.06 eV
HOMO-LUMO gap   10.12 eV
Net charge   0
LUMO   0.060 eV
ΔE to the lowest compared entry with this formula, charge and spin   360.22 kJ/mol
E   -1893.0014 Ha


Number 1: largest force on an atom 9.24 eV Å⁻¹. Number 2: largest force on an atom 2.29 eV Å⁻¹.